{
  "formula": "C41H112N4O15",
  "method": "ωB97M-V/def2-TZVPD",
  "de_lowest_kj_mol": 139.5,
  "homo_energy_ev": -9.28,
  "total_charge": 0,
  "e_lumo_ev": 0.36,
  "fmax_ha_per_bohr": 0.0550,
  "species": ["C", "C", "C", "O", "H", "H", "H", "H", "H", "H", "H", "H", "C", "C", "C", "O", "H", "H", "H", "H", "H", "H", "H", "H", "C", "C", "C", "O", "H", "H", "H", "H", "H", "H", "H", "H", "C", "C", "C", "O", "H", "H", "H", "H", "H", "H", "H", "H", "C", "C", "C", "O", "H", "H", "H", "H", "H", "H", "H", "H", "C", "C", "C", "O", "H", "H", "H", "H", "H", "H", "H", "H", "C", "C", "C", "O", "H", "H", "H", "H", "H", "H", "H", "H", "C", "C", "O", "O", "H", "H", "H", "H", "H", "H", "C", "C", "O", "O", "H", "H", "H", "H", "H", "H", "C", "C", "C", "O", "C", "N", "H", "H", "H", "H", "H", "H", "H", "H", "H", "H", "H", "C", "C", "C", "O", "C", "N", "H", "H", "H", "H", "H", "H", "H", "H", "H", "H", "H", "C", "C", "C", "O", "C", "N", "H", "H", "H", "H", "H", "H", "H", "H", "H", "H", "H", "C", "C", "C", "O", "C", "N", "H", "H", "H", "H", "H", "H", "H", "H", "H", "H", "H"],
  "coordinates": [[-3.89517, -2.21434, 4.30157], [-4.32231, -3.56370, 3.59727], [-5.03069, -3.24249, 2.28670], [-3.14707, -4.35476, 3.48521], [-3.51983, -1.56873, 3.50759], [-3.01185, -2.35217, 4.92514], [-4.69498, -1.74840, 4.87716], [-5.03829, -4.12876, 4.19407], [-5.99034, -2.77508, 2.50737], [-5.07422, -4.13199, 1.65823], [-4.44456, -2.56593, 1.66475], [-3.41690, -5.26205, 3.32519], [-0.74894, 3.63141, -3.19095], [-0.93848, 2.45745, -4.05111], [-2.43910, 2.10913, -4.22903], [-0.52494, 2.77833, -5.32374], [-1.42893, 4.41726, -3.51982], [0.25764, 4.04901, -3.21287], [-1.07461, 3.37005, -2.18411], [-0.36791, 1.60902, -3.67333], [-3.01877, 3.00176, -4.46418], [-2.70324, 1.79763, -3.21844], [-2.59317, 1.35829, -5.00401], [-1.03147, 3.54353, -5.60569], [-5.90054, 2.90630, 0.37377], [-5.20915, 4.24445, -0.11674], [-3.88200, 3.99407, -0.70193], [-6.12099, 4.68576, -1.10762], [-5.26771, 2.36087, 1.07387], [-6.09604, 2.27466, -0.49278], [-6.84505, 3.15089, 0.85976], [-5.15066, 4.97043, 0.69420], [-3.92116, 3.35103, -1.58117], [-3.27373, 3.47034, 0.03551], [-3.34554, 4.89163, -1.00968], [-5.76315, 5.47590, -1.51901], [3.65176, -1.47585, 3.11676], [4.56417, -2.14207, 2.07694], [4.63564, -3.69299, 2.13972], [4.06360, -1.83863, 0.74922], [4.02538, -1.66952, 4.12225], [2.66183, -1.93199, 3.12478], [3.56280, -0.39894, 2.97372], [5.55941, -1.69825, 2.05182], [4.88142, -4.14355, 3.10133], [5.45087, -3.90989, 1.44947], [3.72548, -4.21482, 1.84407], [3.57344, -2.62602, 0.50152], [0.71070, -4.46187, 3.13721], [0.26084, -3.41263, 4.07110], [-0.31287, -2.23819, 3.23197], [-0.73638, -3.95447, 4.92514], [1.51278, -4.06140, 2.51721], [-0.03340, -4.92020, 2.48580], [1.14025, -5.32366, 3.64801], [1.00622, -2.88442, 4.66566], [-0.66494, -1.40704, 3.84298], [-1.00239, -2.65108, 2.49564], [0.45220, -1.66798, 2.70506], [-1.50656, -4.14818, 4.38578], [-0.88617, 4.78269, 1.37045], [-0.81209, 6.26899, 1.54134], [-1.76105, 7.02347, 0.59552], [-1.01430, 6.58588, 2.89837], [-0.15623, 4.29594, 2.01726], [-0.54158, 4.48019, 0.38159], [-1.92504, 4.46672, 1.46530], [0.20173, 6.60209, 1.31926], [-1.77906, 6.54234, -0.38238], [-1.44500, 8.04867, 0.40269], [-2.79546, 6.87214, 0.90406], [-0.21412, 6.33201, 3.36405], [4.13254, -5.39313, -4.36212], [3.60040, -4.03949, -3.97809], [2.10142, -4.07033, -4.04137], [3.94364, -3.64428, -2.65780], [3.71278, -6.19644, -3.75665], [5.22061, -5.45757, -4.35524], [3.80344, -5.49784, -5.39597], [3.87476, -3.25652, -4.68504], [1.74113, -4.14792, -5.06717], [1.67660, -3.18182, -3.57428], [1.71393, -4.94534, -3.51955], [4.87412, -3.40936, -2.68273], [2.07143, 2.99992, 0.39844], [2.59265, 4.45324, 0.50975], [1.92006, 5.35909, -0.42487], [2.64176, 2.05503, 1.23376], [2.17782, 2.68316, -0.63908], [1.05260, 3.09171, 0.77480], [3.67053, 4.48798, 0.35146], [2.52845, 4.76677, 1.55171], [2.58621, 5.93613, -0.80548], [2.37237, 1.19630, 0.89969], [0.90067, -0.63687, -5.59269], [0.23180, -1.01547, -6.92435], [0.26960, -2.39791, -7.06808], [2.25603, -0.95475, -5.46534], [0.45245, -1.26038, -4.81911], [0.77069, 0.43404, -5.43658], [0.72090, -0.43984, -7.71019], [-0.78520, -0.62627, -6.87601], [1.15842, -2.64396, -6.80149], [2.67823, -0.44941, -4.76679], [-1.67787, -4.60338, -0.52341], [-3.13818, -4.14340, -0.94357], [-3.49863, -2.68512, -1.15343], [-4.90382, -2.48980, -1.16253], [-5.31456, -1.16976, -1.41741], [-3.45340, -4.93990, -2.16442], [-1.22480, -4.03084, 0.28592], [-0.97504, -4.26673, -1.28551], [-1.60975, -5.68737, -0.43163], [-3.81007, -4.40612, -0.12648], [-3.27628, -2.33292, -2.16071], [-2.89628, -2.01881, -0.53592], [-6.37456, -1.14548, -1.16459], [-5.23849, -0.95801, -2.48393], [-4.78482, -0.39076, -0.86911], [-3.19119, -5.86981, -1.87011], [-4.45444, -4.92822, -2.29819], [0.11078, 2.57104, 8.03542], [0.46577, 1.14358, 7.58814], [1.00597, 1.08890, 6.10805], [-0.08846, 1.08684, 5.13618], [0.36920, 1.58395, 3.89899], [1.49552, 0.72951, 8.54061], [1.07086, 3.08576, 8.07289], [-0.50707, 2.58998, 8.93320], [-0.44867, 3.10430, 7.26682], [-0.40282, 0.48844, 7.65484], [1.56912, 0.16141, 6.00446], [1.73178, 1.89073, 5.97259], [-0.36972, 1.40825, 3.11718], [1.25847, 1.08628, 3.51218], [0.54319, 2.65994, 3.90757], [1.52607, -0.27026, 8.40048], [1.25247, 0.89530, 9.50680], [5.67067, -0.10202, -4.29266], [5.40842, 0.70154, -2.95301], [4.04477, 0.49515, -2.33163], [3.07101, 0.64881, -3.39163], [2.89246, 1.97102, -3.97289], [6.38938, 0.13802, -2.02560], [5.39046, -1.14751, -4.16412], [6.68039, -0.04866, -4.69976], [5.11619, 0.41969, -5.07270], [5.61726, 1.76801, -3.03747], [3.90660, 1.20930, -1.51984], [3.88749, -0.50503, -1.92789], [2.31219, 2.66463, -3.36437], [2.26181, 1.79046, -4.84339], [3.73600, 2.56172, -4.33014], [6.35481, -0.86854, -2.10141], [6.09159, 0.32147, -1.07810], [-0.01515, -1.01755, -1.85273], [0.30891, 0.25257, -1.00969], [-0.93235, 0.89421, -0.35384], [-1.60256, 0.03055, 0.51362], [-2.58273, 0.61536, 1.29107], [1.23989, -0.09569, 0.07042], [-0.62297, -1.66589, -1.22162], [0.87780, -1.61256, -2.04435], [-0.39765, -0.81541, -2.85319], [0.72654, 1.05691, -1.61528], [-1.64073, 1.10968, -1.15377], [-0.64068, 1.83887, 0.10512], [-2.53203, 1.69605, 1.42383], [-2.47876, 0.34505, 2.34188], [-3.56563, 0.26728, 0.97349], [1.88229, -0.78473, -0.29379], [0.64198, -0.58760, 0.71898]]
}

=====

{
  "formula": "C6H10N",
  "method": "ωB97M-V/def2-TZVPD",
  "de_lowest_kj_mol": 530.3,
  "multiplicity": 3,
  "homo_energy_ev": [-9.50, -14.84],
  "s_squared": 2.010,
  "total_charge": 1,
  "e_lumo_ev": [-3.41, -9.46],
  "fmax_ha_per_bohr": 0.1627,
  "species": ["C", "C", "C", "C", "C", "C", "N", "H", "H", "H", "H", "H", "H", "H", "H", "H", "H"],
  "coordinates": [[3.05166, -1.44690, 0.24912], [2.37480, -0.57027, -0.18936], [1.50581, 0.48920, -0.51179], [-0.00350, 0.23737, -0.15530], [-0.19252, -0.63236, 1.04674], [-2.68325, 0.65091, -0.30744], [-0.98877, 0.56566, -0.86459], [3.79564, -2.06068, 0.66018], [1.97459, 1.35453, -0.06589], [1.46718, 0.87769, -1.54120], [0.71661, -1.21370, 1.15583], [-1.05443, -1.25683, 0.92279], [-0.25515, -0.21085, 1.97650], [-3.30130, 0.71686, -1.18031], [-2.81610, -0.13702, 0.34634], [-2.63454, 1.59681, 0.17267], [-0.95678, 1.03959, -1.71429]]
}